87
Properties=species:S:1:pos:R:3 method="wB97M-V/def2-TZVPD" lumo_energy_ev="0.09 / 0.10" max_force_ev_per_a=0.5 s2=2.024 multiplicity=3 e_homo_ev="-5.0 / -7.0" e_tot_ev=-101687.580
Ti 0.426 -0.247 -0.855
I -3.490 1.384 -7.288
C -2.462 1.374 -5.468
C -1.514 2.350 -5.202
C -0.827 2.311 -4.003
I 0.641 3.747 -3.627
C -1.046 1.317 -3.025
O -0.343 1.269 -1.933
C -2.029 0.344 -3.330
C -2.362 -0.725 -2.324
N -1.186 -1.488 -1.867
C -0.566 -2.311 -2.914
C 0.339 -1.445 -3.748
C 0.329 -1.441 -5.134
C 1.159 -0.563 -5.807
C 1.976 0.285 -5.075
C 1.931 0.216 -3.695
N 1.138 -0.637 -3.043
C -2.717 0.385 -4.532
H -1.305 3.127 -5.924
H -2.817 -0.282 -1.438
H -3.095 -1.406 -2.774
H -1.469 -2.092 -1.100
H 0.030 -3.080 -2.418
H -1.314 -2.804 -3.544
H -0.350 -2.090 -5.671
H 1.152 -0.524 -6.889
H 2.618 1.006 -5.560
H 2.521 0.880 -3.075
H -3.460 -0.375 -4.742
C 4.281 1.015 0.842
C 3.435 0.067 0.047
O 2.327 0.429 -0.385
N 3.921 -1.150 -0.180
C 3.276 -2.145 -1.050
C 2.131 -2.876 -0.423
C 2.203 -4.228 -0.200
C 1.137 -4.920 0.395
C 0.048 -4.140 0.829
C 0.030 -2.794 0.599
N 1.012 -2.121 -0.115
H 4.209 2.000 0.388
H 5.321 0.699 0.896
H 3.866 1.083 1.849
H 4.801 -1.386 0.246
H 4.045 -2.856 -1.344
H 2.950 -1.618 -1.947
H 3.109 -4.751 -0.483
H 1.178 -5.986 0.564
H -0.769 -4.582 1.385
H -0.758 -2.163 0.992
O -0.917 0.115 0.581
C -1.879 1.011 0.718
C -3.207 0.575 0.853
C -4.261 1.468 0.935
C -4.023 2.835 0.899
C -2.715 3.281 0.820
C -1.639 2.399 0.744
C -0.276 2.940 0.750
N 0.733 2.545 1.498
C 1.741 3.448 1.272
C 1.357 4.372 0.348
N 0.060 4.048 0.039
H -3.380 -0.495 0.888
H -5.273 1.095 1.029
H -4.839 3.542 0.963
H -2.515 4.347 0.857
H 2.675 3.390 1.805
H 1.863 5.212 -0.094
H -0.495 4.451 -0.696
C 1.312 -1.374 4.908
Te 1.399 -0.019 3.232
C -0.543 0.568 3.886
C -0.690 0.077 5.300
C -1.720 0.542 6.114
C -1.855 0.088 7.416
C -0.955 -0.843 7.917
C 0.069 -1.313 7.111
C 0.211 -0.861 5.801
H 2.267 -1.398 5.429
H 1.087 -2.380 4.553
H -1.281 0.122 3.220
H -0.621 1.650 3.809
H -2.417 1.273 5.720
H -2.655 0.464 8.040
H -1.048 -1.198 8.936
H 0.774 -2.039 7.500

***

11
Properties=species:S:1:pos:R:3 method="wB97M-V/def2-TZVPD" lumo_energy_ev=0.80 max_force_ev_per_a=5.8 e_homo_ev=-9.3 e_tot_ev=-7195.143
C 0.048 -0.502 -1.608
N 0.212 -1.323 -0.387
C 0.370 -0.649 0.738
N 0.181 0.694 0.813
O -0.649 1.095 1.869
H -0.954 0.136 -1.399
H -0.045 -0.998 -2.667
H 0.748 0.257 -1.678
H 0.455 -1.105 1.784
H -0.516 0.845 0.164
H 0.150 1.549 2.373

***

89
Properties=species:S:1:pos:R:3 method="wB97M-V/def2-TZVPD" lumo_energy_ev=0.29 total_charge=-1 max_force_ev_per_a=4.6 e_homo_ev=-6.7 e_tot_ev=-373587.972
Zn -0.461 -2.625 2.181
Zn -3.215 -0.044 -0.914
Zn -1.177 2.389 2.900
C -4.653 -0.886 3.499
F -4.982 -2.175 3.310
F -5.635 -0.176 2.924
F -4.546 -0.560 4.783
S -3.020 -0.388 2.538
O -1.983 -1.369 2.750
O -3.409 -0.244 1.117
O -2.535 0.950 3.038
C -3.251 -1.855 -4.872
F -3.522 -1.651 -6.148
F -4.446 -2.074 -4.257
F -2.465 -2.920 -4.740
S -2.294 -0.265 -4.196
O -2.817 -0.046 -2.791
O -0.854 -0.459 -4.305
O -2.620 0.959 -4.881
C 1.037 5.252 0.423
F 1.053 6.600 0.273
F -0.180 4.950 -0.107
F 2.072 4.752 -0.351
S 1.199 4.704 2.241
O 2.584 4.237 2.394
O 0.836 5.794 3.108
O 0.294 3.579 2.375
C 1.516 0.802 -0.440
F 1.649 0.007 -1.507
F 2.491 0.518 0.455
F 1.405 2.029 -0.737
S -0.151 0.268 0.443
O -0.245 1.149 1.614
O -1.361 0.472 -0.396
O -0.021 -1.095 0.999
C -2.862 -4.777 -1.324
F -3.981 -4.534 -1.988
F -3.026 -5.916 -0.675
F -1.724 -4.879 -2.027
S -2.673 -3.201 -0.095
O -2.673 -1.969 -0.926
O -3.878 -3.239 0.751
O -1.432 -3.303 0.710
C 3.035 -4.981 0.504
F 2.510 -4.351 -0.604
F 2.309 -6.054 0.480
F 4.281 -5.282 0.579
S 2.514 -3.906 2.038
O 3.380 -2.795 2.079
O 1.198 -3.482 1.577
O 2.558 -4.779 3.219
C -5.070 3.195 1.157
F -6.003 3.105 0.197
F -5.163 4.328 1.878
F -5.014 2.132 2.067
S -3.381 3.149 0.240
O -3.284 4.272 -0.667
O -2.414 3.140 1.404
O -3.477 1.840 -0.439
C 2.162 0.972 3.876
S 0.995 1.975 4.973
O -0.333 1.460 4.375
C 1.131 1.240 6.680
H 1.881 -0.044 3.598
H 3.072 0.990 4.475
H 2.314 1.605 3.002
H 0.514 1.747 7.422
H 2.197 1.317 6.895
H 0.792 0.204 6.715
C 2.401 -2.627 -3.486
S 0.928 -3.278 -4.328
O 1.371 -3.634 -5.763
C 0.876 -4.893 -3.413
H 2.540 -1.583 -3.768
H 3.329 -3.174 -3.654
H 2.131 -2.675 -2.431
H 1.701 -5.555 -3.677
H -0.037 -5.428 -3.673
H 0.905 -4.725 -2.336
C 4.520 3.225 -4.120
S 5.816 3.636 -2.794
O 6.495 4.955 -3.204
C 4.564 4.042 -1.474
H 3.694 3.914 -3.947
H 4.230 2.188 -3.955
H 4.913 3.313 -5.133
H 4.011 4.926 -1.791
H 5.093 4.313 -0.560
H 3.771 3.302 -1.366

***

44
Properties=species:S:1:pos:R:3 method="wB97M-V/def2-TZVPD" lumo_energy_ev=-12.43 total_charge=+3 max_force_ev_per_a=2.9 e_homo_ev=-14.6 e_tot_ev=-90314.910
O 2.128 0.344 -1.265
N 1.462 1.516 -1.082
S 2.400 2.932 -0.759
C 0.162 1.575 -1.192
N -0.617 2.703 -1.065
C -1.835 2.175 -1.307
Cl -3.400 3.000 -1.371
N -1.796 0.845 -1.518
N -0.528 0.435 -1.449
H 2.900 0.621 -1.807
H 2.026 3.463 0.447
H -2.595 0.249 -1.716
H -0.176 -0.528 -1.568
F 0.769 -0.758 0.114
C -4.009 2.423 2.445
S -4.409 0.713 2.127
O -4.559 0.613 0.641
C -6.062 0.738 2.832
H -3.018 2.634 2.037
H -4.764 3.049 1.939
H -4.009 2.632 3.516
H -6.669 1.499 2.333
H -5.997 0.947 3.901
H -6.513 -0.242 2.682
C 1.398 -6.419 2.253
O 2.457 -5.479 2.264
C 2.512 -4.696 1.157
O 1.760 -4.759 0.228
O 3.542 -3.879 1.294
C 3.758 -2.987 0.191
H 1.473 -6.986 3.189
H 0.429 -5.919 2.222
H 1.496 -7.117 1.422
H 2.899 -2.327 0.046
H 3.966 -3.553 -0.717
H 4.628 -2.378 0.424
O 4.018 3.385 -4.550
P 3.525 4.856 -4.480
O 3.816 5.581 -5.781
O 4.228 5.589 -3.356
O 2.031 4.898 -4.230
Li 2.056 -7.015 4.921
Mg -5.126 3.580 0.337
Al 4.242 2.049 -5.750